Record 1
Here is a cluster of 9 separate species, C35H50N4O5 in total from OMol25. Energies are from wB97M-V/def2-TZVPD.

**HOMO level**: -9.22 eV
**SMILES**: c1ccncc1.c1ccncc1.c1ccncc1.c1ccncc1.CC(C)=O.CC(C)=O.CC(C)=O.CC(C)=O.CC(C)=O
**E_tot**: -1958.82882 a.u.
**Relative energy (zero: lowest compared OMol25 entry of this formula, charge and spin)**: 0.000 eV

```
94
Properties=species:S:1:pos:R:3:mulliken_charge:R:1
N -18.73440 -22.02437 -15.12832 -0.54
C -18.53570 -23.32348 -14.95916 -0.44
C -18.78332 -23.99039 -13.76093 -0.25
C -19.32139 -23.29901 -12.69600 -0.39
C -19.49544 -21.92090 -12.84809 -0.36
C -19.19254 -21.34768 -14.06267 -0.51
H -18.07954 -23.90415 -15.75331 0.50
H -18.57002 -25.04983 -13.68410 0.47
H -19.58093 -23.77676 -11.76065 0.53
H -19.82760 -21.30590 -12.02207 0.51
H -19.42828 -20.30080 -14.21904 0.51
N -18.72487 -18.79893 -11.41267 -0.54
C -17.96537 -18.29381 -12.39816 -0.70
C -16.66954 -18.70965 -12.60287 -1.02
C -16.14280 -19.72949 -11.82190 1.03
C -16.89745 -20.21677 -10.78170 -0.26
C -18.19059 -19.71176 -10.60298 -0.81
H -18.46429 -17.59906 -13.06075 0.40
H -16.01484 -18.29224 -13.36048 0.84
H -15.10527 -20.02012 -11.93196 0.31
H -16.50854 -20.96579 -10.10246 0.40
H -18.86770 -20.10815 -9.85806 0.41
N -9.21139 -24.88012 -10.38911 -0.58
C -10.49885 -24.57621 -10.58031 -0.36
C -11.54005 -25.47477 -10.47404 0.35
C -11.26303 -26.82354 -10.29646 -0.21
C -9.94053 -27.14608 -10.04278 -0.65
C -8.96142 -26.17012 -10.12386 -0.19
H -10.74582 -23.56525 -10.88651 0.57
H -12.55180 -25.17343 -10.70780 -0.11
H -12.12618 -27.47268 -10.36136 0.49
H -9.65590 -28.17869 -9.87773 0.34
H -7.92570 -26.45854 -9.99870 0.36
N -12.82617 -20.78735 -10.52544 -0.37
C -12.26803 -20.41280 -11.67687 0.16
C -12.22836 -19.09106 -12.10538 -0.83
C -12.78132 -18.12151 -11.30528 -0.36
C -13.43195 -18.49967 -10.13546 -0.44
C -13.35973 -19.84180 -9.75907 -0.45
H -11.74155 -21.15836 -12.26138 0.43
H -11.68156 -18.89228 -13.01791 0.63
H -12.84032 -17.09679 -11.65444 0.41
H -13.91977 -17.73293 -9.55116 0.41
H -13.84655 -20.18202 -8.85282 0.42
C -15.12153 -22.49201 -12.60039 0.27
C -14.49464 -23.66368 -13.30457 0.05
O -13.53875 -24.25836 -12.85159 -0.46
C -15.19672 -24.19340 -14.51948 0.03
H -14.38303 -22.03603 -11.93553 -0.03
H -15.97771 -22.80025 -11.99921 0.00
H -15.41505 -21.71002 -13.30235 -0.12
H -16.06293 -24.78009 -14.20773 -0.36
H -14.57666 -24.88876 -15.08040 0.21
H -15.49374 -23.37051 -15.17240 0.04
C -17.12640 -24.33673 -9.41364 -0.75
C -16.68238 -25.63740 -10.02710 0.54
O -17.45781 -26.45620 -10.46547 -0.61
C -15.19092 -25.81754 -10.24336 -0.23
H -18.17999 -24.16048 -9.62109 0.26
H -16.43649 -23.56652 -9.75496 -0.06
H -17.08145 -24.40455 -8.32262 0.46
H -14.98464 -26.83816 -10.55767 0.35
H -14.55716 -25.61166 -9.38039 0.53
H -14.96674 -25.10147 -11.03891 -0.52
C -12.16420 -26.77236 -15.12208 -0.16
C -11.96087 -27.97086 -14.23428 0.53
O -10.95864 -28.63848 -14.30445 -0.61
C -13.02507 -28.29745 -13.20713 -0.32
H -11.22590 -26.26351 -15.33297 0.37
H -12.73398 -26.02337 -14.56554 -0.38
H -12.73389 -27.06117 -16.00465 0.27
H -13.45354 -27.40975 -12.74381 -0.19
H -12.53204 -28.83038 -12.39410 0.37
H -13.70988 -28.94211 -13.75922 0.17
C -16.31024 -29.58417 -15.58944 -1.45
C -16.23806 -28.22498 -14.95391 0.91
O -15.45762 -27.41198 -15.39325 -0.45
C -17.14444 -28.03635 -13.77267 -0.78
H -16.33820 -30.41236 -14.87827 0.35
H -15.54325 -29.66843 -16.35443 0.34
H -17.27685 -29.73519 -16.08914 0.44
H -18.18796 -28.19428 -14.04099 0.46
H -17.04761 -27.06958 -13.27692 -0.17
H -16.83374 -28.76739 -13.02136 0.37
C -16.44408 -19.60530 -15.95283 -0.58
C -15.13585 -18.84348 -15.96008 0.57
O -15.04292 -17.78784 -16.53525 -0.60
C -14.00729 -19.45902 -15.17932 -0.34
H -16.30519 -20.68604 -16.02786 0.18
H -17.03787 -19.38129 -16.84165 0.47
H -17.06276 -19.34132 -15.09530 -0.04
H -14.36907 -20.28683 -14.57142 -0.16
H -13.48497 -18.72461 -14.57134 0.17
H -13.27845 -19.87884 -15.87893 0.52
```


Record 2
Here is a structure of composition C35H43N10O3PS4W from OMol25. Energies are from wB97M-V/def2-TZVPD.

**2S+1**: 3
**HOMO level (alpha / beta)**: -6.94 / -6.94 eV
**E_tot**: -4133.97759 a.u.
**Relative energy (zero: lowest compared OMol25 entry of this formula, charge and spin)**: 2.589 eV

```
97
Properties=species:S:1:pos:R:3:mulliken_spin:R:1
W 0.15193 0.03488 -0.15403 1.19
N 0.99024 3.87072 1.96386 -0.01
C 0.57268 2.62604 1.62762 0.00
S 1.74434 1.44217 1.18200 -0.03
N -0.70997 2.38516 1.62989 0.01
N -0.95884 1.07824 1.24094 -0.07
C -2.07925 0.57992 1.74096 -0.10
C -2.37868 -0.71254 1.30401 -0.01
C -3.51558 -1.45175 1.69634 0.00
C -3.70972 -2.70455 1.20250 -0.04
C -2.75632 -3.23082 0.30683 -0.06
C -1.67489 -2.48296 -0.04369 0.08
N -1.44548 -1.22279 0.43895 -0.04
H 1.96854 4.02882 2.12860 0.00
H 0.33115 4.47487 2.42607 0.00
H -2.66873 1.15742 2.43867 0.00
H -4.21089 -0.99679 2.38823 0.00
H -4.57480 -3.28454 1.48996 0.00
H -2.86474 -4.21935 -0.11462 0.00
H -0.92059 -2.86941 -0.70706 -0.01
S -2.53337 -1.51286 -2.72044 0.66
C -1.38896 -2.58660 -3.37197 0.03
C -1.85956 -3.55162 -4.30560 0.10
C -1.02821 -4.46567 -4.89758 -0.04
C 0.32932 -4.45470 -4.56569 0.13
C 0.82187 -3.54075 -3.65731 -0.06
C -0.00248 -2.58471 -3.04871 0.12
S 0.88357 -1.49937 -1.98938 0.08
H -2.91405 -3.53057 -4.54201 0.00
H -1.41701 -5.17962 -5.60966 0.00
H 1.00676 -5.16477 -5.02027 0.01
H 1.87524 -3.54287 -3.41285 0.00
C 3.89196 -2.31128 2.86766 0.00
C 3.21294 -1.96159 1.53616 0.00
C 3.98355 -0.84852 0.83174 0.00
P 1.37320 -1.72736 1.58581 0.00
C 0.83154 -3.51913 1.53681 -0.03
C 1.43576 -4.44435 2.60265 0.00
C 1.09947 -4.21424 0.19163 -0.01
C 0.75163 -1.07378 3.23828 0.02
C -0.06150 -1.99395 4.15245 0.01
C 1.78967 -0.35203 4.10830 0.00
H 4.75642 -2.95172 2.68326 0.00
H 3.24524 -2.82758 3.57323 0.00
H 4.25724 -1.40583 3.35030 0.00
H 3.27252 -2.83863 0.88073 0.00
H 4.06446 0.04034 1.45712 0.00
H 3.51965 -0.56264 -0.11214 0.00
H 4.99640 -1.18960 0.61084 0.00
H -0.24844 -3.47847 1.70064 0.00
H 2.50844 -4.56098 2.45155 0.00
H 0.99187 -5.43340 2.46572 0.00
H 1.26150 -4.15034 3.63142 0.00
H 2.09753 -4.65591 0.19111 0.00
H 1.03642 -3.55866 -0.66964 0.01
H 0.39136 -5.03459 0.05927 0.00
H 0.04369 -0.32516 2.87784 0.01
H 0.56543 -2.69844 4.69494 0.00
H -0.84864 -2.54344 3.63523 0.00
H -0.54341 -1.36427 4.90371 0.00
H 2.34477 -1.06599 4.71249 0.00
H 1.26237 0.30981 4.79834 0.00
H 2.49650 0.25193 3.54599 0.00
N -4.08836 3.25688 -1.81141 0.00
C -3.02802 2.49366 -2.21444 0.00
C -2.21836 1.84500 -1.26562 0.04
N -1.16317 1.12741 -1.63204 0.02
C -0.89652 1.06536 -2.95348 0.04
C -1.69607 1.72207 -3.86164 -0.03
N -2.76535 2.43023 -3.51080 0.01
H -4.48604 3.10135 -0.90244 0.00
H -4.72630 3.53301 -2.53922 0.00
H -2.43764 1.94378 -0.21596 -0.01
H -0.04156 0.48652 -3.26345 0.00
H -1.46513 1.66205 -4.91708 0.00
O 7.85656 3.96552 -6.84848 0.00
S 6.70803 3.11350 -6.64522 0.00
O 6.95887 1.89423 -5.90175 0.00
O 5.81151 2.97361 -7.78030 0.00
C 5.65177 4.06688 -5.52367 0.00
N 5.68358 5.40137 -5.57909 0.00
C 4.86410 6.05081 -4.77034 0.00
C 3.99149 5.41417 -3.89843 0.00
C 4.03813 4.03186 -3.92311 0.00
N 4.86410 3.36490 -4.71410 0.00
C 3.18349 3.16058 -3.06759 0.00
C 2.04531 3.60883 -2.40487 0.00
C 1.28655 2.71437 -1.68449 -0.01
N 1.57586 1.40896 -1.58772 0.01
C 2.69462 0.98902 -2.19226 0.00
C 3.51061 1.81694 -2.93465 0.00
H 4.90694 7.13477 -4.80949 0.00
H 3.34019 5.97539 -3.24449 0.00
H 1.72873 4.64050 -2.45888 0.00
H 0.40646 3.05926 -1.15459 0.00
H 2.93628 -0.05917 -2.10151 0.00
H 4.38297 1.43195 -3.44410 0.00
```


Record 3
Here is a cluster of 10 separate species, C44H51FIN10O3 in total from OMol25. Energies are from wB97M-V/def2-TZVPD.

**HOMO level**: -9.29 eV
**Net charge**: +1
**E_tot**: -2877.64896 a.u.

```
110
Properties=species:S:1:pos:R:3:mulliken_charge:R:1
O 2.04310 -0.90237 3.80415 -0.48
C 1.85357 -1.39269 2.73040 -0.11
I 1.77659 -3.48643 2.45477 0.21
C 1.63820 -0.44909 1.54885 -0.78
C 0.51772 0.44937 1.97002 0.13
C -0.76375 0.08238 1.89300 -0.40
C -1.71446 0.94701 2.32973 0.82
C -3.13338 0.52852 2.25051 -0.60
O -3.46012 -0.57539 2.60212 -0.47
O -3.99238 1.41175 1.76906 -0.41
C -1.35484 2.15550 2.81806 -0.11
C -0.10478 2.47964 2.85858 -1.25
N 0.80742 1.64076 2.45502 0.88
F 2.09758 1.96727 2.52958 -0.22
H 2.50400 0.17014 1.38636 0.34
H 1.39066 -0.96421 0.63848 0.67
H -1.03281 -0.88221 1.51589 0.90
H -4.86568 1.01579 1.90505 0.37
H -2.09778 2.84281 3.15699 0.70
H 0.23555 3.42578 3.21566 0.63
N -3.85934 4.29542 0.49036 0.08
C -3.56395 4.44172 -0.83864 -0.25
C -3.71755 5.76521 -1.15723 -0.41
C -4.11692 6.44421 0.02431 -0.72
C -4.19326 5.51407 1.02150 -0.46
H -3.83554 3.43356 1.00070 0.25
H -3.27257 3.59493 -1.43784 0.32
H -3.56233 6.20678 -2.12698 0.46
H -4.32350 7.49518 0.12699 0.41
H -4.45692 5.61214 2.06028 0.39
N -5.11267 -3.30296 -0.47286 0.02
C -4.42429 -2.47528 0.36934 -0.52
C -3.86237 -3.24758 1.35455 0.14
C -4.23040 -4.59460 1.09164 -1.05
C -4.99932 -4.59404 -0.04272 -0.48
H -5.62723 -3.00811 -1.28143 0.19
H -4.39759 -1.41366 0.19591 0.36
H -3.26262 -2.89226 2.17188 0.53
H -3.96372 -5.46285 1.67012 0.41
H -5.47503 -5.39888 -0.57584 0.41
N 2.33656 1.18206 6.06012 0.31
C 2.45618 2.50606 6.39721 -0.73
C 1.91906 2.67225 7.64495 -0.37
C 1.46180 1.39872 8.08310 -0.47
C 1.73557 0.50060 7.08557 -0.71
H 2.64240 0.77501 5.19639 0.17
H 2.91184 3.21156 5.72324 0.49
H 1.86200 3.60087 8.18628 0.47
H 0.98877 1.17004 9.02262 0.45
H 1.55586 -0.55848 7.01579 0.42
N -0.28341 -6.27887 -0.95922 0.10
C -0.16986 -7.44142 -1.66771 -0.59
C 1.05759 -7.98387 -1.39728 -0.39
C 1.71005 -7.11470 -0.48421 0.01
C 0.85536 -6.07401 -0.23229 -0.39
H -1.08130 -5.66977 -0.97140 0.17
H -0.96872 -7.78211 -2.30303 0.37
H 1.44411 -8.90063 -1.80782 0.36
H 2.69346 -7.23936 -0.06300 0.38
H 0.97129 -5.20946 0.39999 -0.05
N 5.75403 -8.12154 -0.75981 0.00
C 6.74328 -7.25286 -1.13500 -0.54
C 6.62043 -7.03393 -2.47980 -0.38
C 5.51024 -7.79816 -2.93444 -0.40
C 4.99704 -8.45450 -1.85041 -0.53
H 5.60736 -8.46245 0.17043 0.21
H 7.44609 -6.86965 -0.41609 0.38
H 7.25439 -6.39814 -3.07358 0.40
H 5.13421 -7.85727 -3.94122 0.40
H 4.16327 -9.12830 -1.75950 0.45
N 1.07666 2.54947 -0.75604 0.08
C 2.12708 3.25054 -1.29645 -0.37
C 1.86583 3.42928 -2.62389 -0.93
C 0.61007 2.81898 -2.90345 -0.29
C 0.14481 2.28917 -1.73476 -0.40
H 0.99913 2.27287 0.19709 0.27
H 2.96254 3.55628 -0.69050 0.41
H 2.50260 3.94091 -3.32412 0.41
H 0.10844 2.77736 -3.85532 0.41
H -0.76062 1.74955 -1.51136 0.43
N -3.40557 3.96236 -4.73075 0.09
C -3.38051 4.69546 -5.88430 -0.74
C -2.53500 4.07128 -6.76026 -0.25
C -2.03282 2.91007 -6.11061 -0.54
C -2.59141 2.87189 -4.86145 -0.53
H -3.93923 4.19008 -3.91463 0.20
H -3.96268 5.59484 -5.98213 0.40
H -2.30179 4.40743 -7.75604 0.42
H -1.34259 2.18859 -6.51521 0.45
H -2.47956 2.16531 -4.05687 0.51
N -3.65943 2.68611 -10.09370 0.05
C -2.61227 3.38603 -10.63060 -0.27
C -2.86649 3.57010 -11.96204 -0.58
C -4.12013 2.96193 -12.24082 -0.35
C -4.58347 2.42888 -11.06926 -0.54
H -3.73690 2.40760 -9.13349 0.18
H -1.77945 3.69027 -10.02104 0.37
H -2.22742 4.08406 -12.65925 0.39
H -4.62240 2.92208 -13.19194 0.39
H -5.48741 1.88971 -10.84631 0.36
N 4.98923 0.64058 8.75541 0.12
C 6.23840 0.09992 8.61106 -0.51
C 7.00547 0.52552 9.66102 -0.45
C 6.18483 1.35260 10.47516 -0.63
C 4.94827 1.40093 9.89112 -0.21
H 4.21980 0.50085 8.12644 0.24
H 6.47288 -0.53769 7.77641 0.34
H 8.03813 0.27253 9.82925 0.39
H 6.47083 1.85244 11.38453 0.39
H 4.04585 1.90885 10.18288 0.34
```